DFT (ωB97M-V/def2-TZVPD) results for one molecule with the formula C4H9NO2.

Computed properties:
SMILES string: CCNC(=O)OC
Lowest unoccupied orbital energy in eV: 0.9
ΔE to the lowest compared entry with this formula, charge and spin in kJ/mol: 49.1
Electronic energy in eV: -9879.55222
HOMO in eV: -9.75

Positions of all 16 atoms, in Å:
C  -0.16  -2.33  0.47
C  0.54  -1.62  -0.70
N  0.01  -0.30  -1.00
C  0.23  0.72  -0.13
O  1.02  0.70  0.79
O  -0.54  1.79  -0.44
C  -0.37  2.90  0.43
H  -0.93  -3.02  0.14
H  0.56  -2.89  1.07
H  -0.62  -1.60  1.14
H  1.60  -1.49  -0.48
H  0.46  -2.21  -1.61
H  -0.79  -0.21  -1.61
H  -1.05  3.67  0.05
H  -0.62  2.64  1.46
H  0.66  3.27  0.40



DFT (ωB97M-V/def2-TZVPD) results for C5H5NO2 as an isolated structure.

Computed properties:
Lowest unoccupied orbital energy in eV: -1.0
ΔE to the lowest compared entry with this formula, charge and spin in kJ/mol: 648.9
Electronic energy in eV: -10844.58971
HOMO in eV: -9.67

Positions of all 13 atoms, in Å:
C  -1.73  -0.91  -0.08
C  -0.68  -0.10  -0.10
C  0.62  -0.64  0.15
C  2.02  0.07  0.04
C  -0.88  1.41  -0.26
H  -1.83  -0.49  -1.18
H  -1.67  -2.06  -0.16
H  -2.54  -0.68  0.75
H  0.60  -1.72  0.49
H  1.35  1.88  0.84
N  -0.28  2.60  -0.12
O  2.14  1.40  -0.02
O  2.89  -0.75  -0.34



DFT (ωB97M-V/def2-TZVPD) results for a 2-piece molecular cluster, C17H29F5N5O3S overall.

Computed properties:
Lowest unoccupied orbital energy in eV: -2.7
Net charge: +1
Electronic energy in eV: -56108.13467
HOMO in eV: -12.41

Positions of all 60 atoms, in Å:
C  -2.58  -1.87  -0.17
C  -3.68  -1.94  -1.21
O  -4.49  -2.81  -1.26
O  -3.67  -0.93  -2.15
C  -4.28  0.30  -1.70
C  -4.05  1.38  -2.74
C  -2.73  2.13  -2.60
C  -1.51  1.22  -2.45
C  -1.14  0.51  -3.76
C  -0.36  -0.79  -3.55
N  1.09  -0.55  -3.43
S  2.08  -0.45  -4.82
C  1.65  -0.39  -2.23
N  0.99  -0.46  -1.06
C  1.90  -0.26  -0.12
N  1.73  -0.31  1.20
C  1.64  0.70  1.99
C  2.26  0.64  3.34
C  0.88  1.93  1.63
N  3.13  -0.07  -0.67
C  4.39  0.13  -0.01
F  4.28  1.16  0.84
F  4.74  -0.96  0.67
C  5.54  0.48  -1.00
F  5.84  -0.58  -1.75
F  6.60  0.84  -0.30
F  5.18  1.49  -1.80
N  2.95  -0.15  -2.04
H  -1.61  -2.10  -0.62
H  -2.52  -0.88  0.28
H  -2.78  -2.61  0.60
H  -5.34  0.12  -1.53
H  -3.79  0.60  -0.76
H  -4.16  0.95  -3.74
H  -4.88  2.09  -2.64
H  -2.79  2.76  -1.70
H  -2.59  2.80  -3.45
H  -1.68  0.47  -1.67
H  -0.66  1.81  -2.10
H  -2.04  0.27  -4.33
H  -0.49  1.17  -4.34
H  -0.66  -1.29  -2.63
H  -0.53  -1.45  -4.41
H  2.35  -1.76  -4.96
H  1.48  0.83  4.09
H  2.70  -0.33  3.50
H  3.00  1.44  3.41
H  1.42  2.84  1.90
H  -0.01  1.91  2.27
H  0.54  1.95  0.59
H  3.65  -0.07  -2.76
C  -0.48  -2.07  6.68
C  -0.76  -0.64  6.25
O  -1.16  -0.57  4.88
H  0.31  -2.50  6.06
H  -0.16  -2.10  7.72
H  -1.37  -2.69  6.57
H  0.13  -0.03  6.35
H  -1.55  -0.21  6.87
H  -1.95  -1.10  4.77



DFT (ωB97M-V/def2-TZVPD) results for an isolated ion of composition C2H7N2O and charge +1.

Computed properties:
Lowest unoccupied orbital energy (alpha / beta) in eV: -3.8 / -8.6
ΔE to the lowest compared entry with this formula, charge and spin in kJ/mol: 149.4
Net charge: +1
Spin multiplicity: 3
Electronic energy in eV: -7201.76603
HOMO (alpha / beta) in eV: -10.47 / -16.71

Positions of all 12 atoms, in Å:
C  -0.05  0.05  0.20
C  -1.45  0.52  -0.18
N  0.93  0.28  -0.64
N  0.10  -0.82  1.15
O  2.25  0.06  -0.36
H  -2.19  0.07  0.56
H  -1.73  0.32  -1.25
H  -1.49  1.62  0.09
H  0.67  0.96  -1.44
H  2.68  -0.65  -1.05
H  -0.69  -1.29  1.55
H  0.97  -1.11  1.38



DFT (ωB97M-V/def2-TZVPD) results for C13H24AsN3O6STi as an isolated structure.

Computed properties:
Lowest unoccupied orbital energy (alpha / beta) in eV: 4.9 / 4.9
ΔE to the lowest compared entry with this formula, charge and spin in kJ/mol: 107.3
Net charge: -2
Electronic energy in eV: -125419.03528
HOMO (alpha / beta) in eV: -0.66 / -0.66

Positions of all 49 atoms, in Å:
Ti  -0.06  -1.76  1.39
O  0.08  -1.18  -0.44
C  -0.89  -1.32  -1.43
C  -1.75  -2.57  -1.20
N  -2.13  -2.69  0.19
C  -3.15  -1.82  0.71
C  -2.92  -1.61  2.22
O  -3.88  -1.33  2.94
O  -1.70  -1.74  2.59
C  -2.23  -4.06  0.65
C  -0.83  -4.68  0.82
O  -0.72  -5.90  0.72
O  0.10  -3.85  1.10
H  0.36  3.73  -2.08
H  -1.54  -0.43  -1.48
H  -0.43  -1.41  -2.42
H  -2.61  -2.58  -1.89
H  -1.13  -3.44  -1.44
H  -3.07  -0.84  0.22
H  -4.17  -2.19  0.54
H  -2.70  -4.08  1.63
H  -2.82  -4.70  -0.02
C  2.07  0.58  -2.40
As  3.56  1.12  -1.30
C  2.88  2.51  -0.15
C  4.74  2.06  -2.52
S  4.47  -0.47  -0.32
H  1.83  1.36  -3.12
H  1.23  0.42  -1.73
H  2.33  -0.37  -2.86
H  2.67  3.41  -0.73
H  3.60  2.68  0.65
H  1.94  2.17  0.27
H  4.20  2.88  -2.99
H  5.11  1.36  -3.27
H  5.59  2.44  -1.95
C  -1.15  3.83  0.43
N  -0.84  2.64  1.21
C  -0.55  2.57  2.55
C  -0.32  1.25  2.83
N  -0.46  0.52  1.68
C  -0.76  1.38  0.73
H  -1.01  4.70  1.07
H  -2.19  3.80  0.10
H  -0.48  3.90  -0.46
H  -0.52  3.45  3.16
H  -0.06  0.78  3.76
H  -0.90  1.15  -0.31
O  1.24  -1.66  2.35



DFT (ωB97M-V/def2-TZVPD) results for one molecule with the formula C5H8O2.

Computed properties:
SMILES string: C1CO[C@H]2C[C@@H]2O1
Lowest unoccupied orbital energy in eV: 1.0
ΔE to the lowest compared entry with this formula, charge and spin in kJ/mol: 741.8
Electronic energy in eV: -9402.14379
HOMO in eV: -8.77

Positions of all 15 atoms, in Å:
C  1.39  -0.78  0.21
C  1.30  0.87  -0.23
O  -0.09  1.56  -0.18
C  -0.87  0.51  0.49
C  -2.08  -0.26  -0.04
C  -0.63  -0.45  -0.63
O  0.16  -1.50  -0.31
H  1.46  -0.80  1.38
H  2.38  -1.34  -0.09
H  1.64  0.98  -1.28
H  2.24  1.12  0.50
H  -0.85  0.37  1.42
H  -2.46  -0.72  1.03
H  -2.89  0.12  -0.74
H  -0.71  0.33  -1.56



DFT (ωB97M-V/def2-TZVPD) results for C41H42IN3O6Sb2Sn as an isolated structure.

Computed properties:
Lowest unoccupied orbital energy in eV: -0.2
ΔE to the lowest compared entry with this formula, charge and spin in kJ/mol: 82.1
Electronic energy in eV: -86960.19485
HOMO in eV: -7.77

Positions of all 96 atoms, in Å:
Sn  -0.36  -1.85  0.87
O  4.13  -1.45  0.36
C  2.97  -1.42  0.77
O  1.92  -1.18  0.09
C  2.69  -1.77  2.23
C  3.69  -1.91  3.17
C  3.34  -2.23  4.47
C  2.00  -2.45  4.78
C  1.07  -2.33  3.76
N  1.41  -1.96  2.53
C  -0.39  -2.68  3.96
O  -0.80  -2.94  5.07
O  -1.08  -2.70  2.87
H  4.72  -1.77  2.86
H  4.10  -2.33  5.23
H  1.67  -2.73  5.76
C  -3.10  1.73  -0.90
C  -2.10  2.87  -0.66
C  -1.28  2.70  0.64
Sb  0.42  1.36  0.46
C  1.24  1.71  2.42
C  0.43  1.98  3.52
C  0.97  2.01  4.80
C  2.31  1.74  4.99
C  3.13  1.48  3.90
C  2.59  1.47  2.62
C  1.69  2.81  -0.54
C  2.95  2.39  -0.98
C  3.80  3.28  -1.62
C  3.41  4.59  -1.84
C  2.16  5.01  -1.41
C  1.31  4.12  -0.77
Sb  -3.10  0.47  -2.71
C  -2.91  2.08  -4.15
C  -2.14  1.90  -5.30
C  -2.01  2.93  -6.22
C  -2.65  4.13  -6.01
C  -3.46  4.30  -4.90
C  -3.58  3.28  -3.97
C  -1.09  -0.17  -3.20
C  -0.97  -1.48  -3.64
C  0.20  -1.92  -4.24
C  1.29  -1.07  -4.34
C  1.19  0.24  -3.88
C  -0.01  0.69  -3.34
H  -4.12  2.11  -0.91
H  -3.04  1.01  -0.08
H  -2.65  3.81  -0.58
H  -1.43  2.98  -1.52
H  -1.93  2.28  1.41
H  -0.93  3.67  0.99
H  -0.63  2.18  3.38
H  0.33  2.23  5.64
H  2.72  1.73  5.99
H  4.18  1.27  4.05
H  3.24  1.28  1.77
H  3.26  1.36  -0.83
H  4.77  2.94  -1.97
H  4.08  5.29  -2.33
H  1.84  6.03  -1.58
H  0.33  4.48  -0.45
H  -1.64  0.95  -5.47
H  -1.39  2.78  -7.10
H  -2.54  4.94  -6.73
H  -3.99  5.23  -4.74
H  -4.21  3.41  -3.10
H  -1.82  -2.15  -3.57
H  0.25  -2.92  -4.65
H  2.22  -1.41  -4.79
H  2.03  0.91  -3.95
H  -0.10  1.74  -3.08
C  -3.14  -0.49  3.01
O  -2.97  -0.75  1.63
C  -3.98  -1.59  1.08
C  -3.66  -3.06  1.21
O  -2.64  -3.38  0.27
C  -2.36  -4.77  0.25
H  -4.12  -0.05  3.20
H  -2.36  0.22  3.30
H  -3.03  -1.40  3.61
H  -4.04  -1.34  0.02
H  -4.94  -1.36  1.56
H  -4.56  -3.64  0.97
H  -3.33  -3.29  2.22
H  -3.24  -5.34  -0.06
H  -2.03  -5.12  1.24
H  -1.55  -4.92  -0.47
I  4.31  -6.09  2.01
C  2.88  -5.04  0.92
C  3.09  -4.35  -0.25
N  1.91  -3.81  -0.58
N  0.95  -4.09  0.32
C  1.53  -4.86  1.24
H  3.98  -4.19  -0.83
H  1.74  -3.09  -1.27
H  0.98  -5.24  2.08



DFT (ωB97M-V/def2-TZVPD) results for a 3-piece molecular cluster, C36H35BF6O4S overall.

Computed properties:
Lowest unoccupied orbital energy in eV: -1.7
Electronic energy in eV: -73902.93942
HOMO in eV: -5.93

Positions of all 83 atoms, in Å:
C  4.38  1.05  3.31
C  3.58  -0.14  2.84
C  2.21  -0.31  3.03
C  1.60  -1.25  2.06
C  2.20  -1.49  0.85
B  0.19  3.17  1.73
C  0.37  2.92  0.21
C  0.93  3.85  -0.69
C  1.33  3.43  -1.96
C  2.18  4.25  -2.90
F  1.55  4.49  -4.10
F  2.51  5.47  -2.40
F  3.35  3.57  -3.17
C  0.97  2.18  -2.43
C  0.15  1.43  -1.62
C  -0.09  0.01  -1.92
F  -1.26  -0.39  -1.34
F  -0.14  -0.37  -3.23
F  0.93  -0.70  -1.34
C  -0.21  1.79  -0.33
O  -0.94  2.68  2.40
C  -1.49  3.82  3.09
C  -2.63  4.37  2.24
C  -2.07  3.37  4.42
C  -0.24  4.82  3.22
C  -0.48  6.30  3.00
C  0.54  4.61  4.51
O  0.66  4.40  2.16
S  3.99  -1.21  1.47
H  4.89  0.99  4.31
H  5.21  1.10  2.57
H  3.75  1.94  3.26
H  1.55  0.06  3.82
H  0.62  -1.71  2.25
H  1.05  4.88  -0.35
H  1.31  1.82  -3.39
H  -0.91  1.20  0.23
H  -3.15  5.18  2.77
H  -2.27  4.75  1.27
H  -3.36  3.58  2.02
H  -2.62  4.20  4.89
H  -2.80  2.56  4.30
H  -1.32  3.04  5.15
H  -1.16  6.68  3.78
H  0.49  6.81  3.04
H  -0.90  6.50  2.01
H  -0.01  4.89  5.41
H  0.87  3.57  4.63
H  1.44  5.24  4.48
C  -4.55  -5.77  1.11
C  -3.23  -5.45  1.81
C  -2.54  -4.48  0.91
C  -3.44  -4.22  -0.16
O  -4.61  -4.92  -0.08
C  -3.11  -3.36  -1.22
C  -1.82  -2.94  -1.29
C  -0.80  -3.32  -0.34
C  0.55  -3.32  -0.80
C  0.75  -3.72  -2.18
C  1.78  -3.17  -2.97
C  1.66  -3.23  -4.35
C  0.58  -3.89  -4.97
O  0.50  -3.73  -6.32
C  1.66  -2.93  -6.74
C  2.42  -2.53  -5.44
C  -0.37  -4.60  -4.21
C  -0.20  -4.57  -2.85
C  -1.26  -3.94  0.86
H  -4.60  -6.83  0.79
H  -5.43  -5.60  1.75
H  -3.43  -4.99  2.78
H  -2.65  -6.35  2.01
H  -3.85  -3.13  -2.01
H  -1.53  -2.39  -2.18
H  1.38  -3.15  -0.13
H  2.61  -2.62  -2.53
H  2.28  -3.54  -7.43
H  1.29  -2.06  -7.32
H  2.38  -1.44  -5.32
H  3.48  -2.81  -5.52
H  -1.18  -5.12  -4.71
H  -0.91  -5.13  -2.24
H  -0.58  -4.13  1.71



DFT (ωB97M-V/def2-TZVPD) results for C8H19BNO8Pd as an isolated structure.

Computed properties:
Lowest unoccupied orbital energy (alpha / beta) in eV: 6.4 / 6.4
ΔE to the lowest compared entry with this formula, charge and spin in kJ/mol: 170.0
Net charge: -3
Spin multiplicity: 3
Electronic energy in eV: -30612.96954
HOMO (alpha / beta) in eV: 3.13 / 3.13

Positions of all 38 atoms, in Å:
Pd  -1.50  0.64  0.88
B  -4.13  -0.86  2.83
H  -4.32  -1.06  3.87
H  -4.96  -1.17  2.21
H  -3.93  0.18  2.59
H  -3.30  -1.41  2.42
C  0.47  4.29  1.67
O  0.46  5.36  1.18
O  0.93  3.33  1.06
O  -0.73  3.87  1.78
C  -3.46  2.53  -2.24
O  -3.34  1.35  -1.96
O  -2.50  3.28  -2.46
O  -4.16  3.02  -1.37
C  1.84  0.85  -4.26
O  1.77  0.49  -2.92
C  2.02  -0.83  -2.63
C  1.89  -1.24  -1.14
N  0.50  -1.57  -0.68
C  0.63  -2.60  0.40
C  1.25  -2.06  1.70
O  0.53  -0.95  2.10
C  1.13  -0.21  3.15
H  2.72  1.46  -4.46
H  0.99  1.49  -4.48
H  1.77  -0.02  -4.91
H  3.04  -1.01  -2.97
H  1.43  -1.41  -3.34
H  2.27  -0.55  -0.39
H  2.59  -2.06  -0.99
H  0.04  -1.99  -1.47
H  1.09  -3.47  -0.07
H  -0.40  -2.93  0.50
H  2.32  -1.92  1.55
H  1.15  -2.81  2.49
H  0.48  0.58  3.52
H  2.04  0.28  2.80
H  1.37  -0.83  4.02



DFT (ωB97M-V/def2-TZVPD) results for a 7-piece molecular cluster, C6H23NO6 overall.

Computed properties:
SMILES string: C=CC(=C)CCN.O.O.O.O.O.O
Lowest unoccupied orbital energy in eV: 0.3
ΔE to the lowest compared entry with this formula, charge and spin in kJ/mol: 371.3
Electronic energy in eV: -20367.46859
HOMO in eV: -9.08

Positions of all 36 atoms, in Å:
C  0.81  -2.29  -0.86
C  1.12  -1.00  -0.74
C  1.32  -0.15  -1.98
C  2.22  0.80  -2.14
C  0.59  -0.75  -3.15
C  -0.94  -0.82  -3.11
N  -1.64  -0.36  -1.82
H  1.07  -2.92  -0.06
H  0.21  -2.79  -1.64
H  1.73  -0.47  -0.07
H  2.48  1.14  -3.17
H  2.66  1.50  -1.43
H  0.88  -0.21  -4.07
H  1.12  -1.74  -3.56
H  -1.39  -0.22  -3.91
H  -1.30  -1.87  -3.27
H  -1.73  0.68  -1.90
H  -0.93  -0.51  -1.11
O  -0.87  -2.15  1.75
H  -0.97  -1.50  1.06
H  -1.23  -1.75  2.56
O  1.62  0.05  3.06
H  1.03  -0.72  3.01
H  2.37  -0.43  2.63
O  1.17  1.72  0.92
H  1.88  2.37  1.18
H  1.16  1.16  1.71
O  -2.35  0.70  1.26
H  -2.80  0.34  0.48
H  -2.49  1.62  0.99
O  -1.05  -0.34  3.59
H  -1.06  0.12  2.73
H  -1.93  -0.09  3.91
O  -0.85  3.48  0.32
H  -0.54  3.08  1.14
H  -0.67  3.01  -0.51



DFT (ωB97M-V/def2-TZVPD) results for a 2-piece molecular cluster, C2H6N2OS2 overall.

Computed properties:
Lowest unoccupied orbital energy in eV: 0.0
ΔE to the lowest compared entry with this formula, charge and spin in kJ/mol: 493.0
Electronic energy in eV: -28864.05984
HOMO in eV: -8.76

Positions of all 13 atoms, in Å:
C  -1.26  -0.46  0.23
C  0.15  0.07  0.33
H  -1.41  1.17  -1.93
H  -1.45  -1.52  0.23
H  -1.82  -0.10  1.13
H  2.08  0.04  -0.58
H  -0.23  -1.55  -1.79
H  1.68  1.98  2.77
N  1.04  -0.21  -0.77
N  0.41  0.84  1.31
O  0.96  -1.66  -1.11
S  -2.08  -0.25  -1.33
S  1.95  1.66  1.52



DFT (ωB97M-V/def2-TZVPD) results for a 2-piece molecular cluster, C5H7Br overall.

Computed properties:
SMILES string: C#CC(=C)C.Br
Lowest unoccupied orbital energy in eV: 0.7
ΔE to the lowest compared entry with this formula, charge and spin in kJ/mol: 193.2
Electronic energy in eV: -75337.81602
HOMO in eV: -9.07

Positions of all 13 atoms, in Å:
C  0.20  1.92  1.08
C  -0.18  0.97  0.43
C  -0.74  -0.12  -0.32
C  -0.80  -0.14  -1.65
C  -1.27  -1.31  0.44
H  0.84  2.61  1.55
H  -0.88  -1.05  -2.27
H  -0.55  0.72  -2.25
H  -1.00  -2.31  -0.03
H  -0.80  -1.31  1.59
H  -2.35  -1.21  0.51
Br  3.14  0.81  0.13
H  4.38  0.44  0.78